(1)
{
  "formula": "C22H35ClF8I2N5O2",
  "method": "the ωB97M-V functional and the def2-TZVPD basis",
  "elements": ["I", "I", "Cl", "F", "F", "F", "F", "F", "F", "F", "F", "O", "O", "N", "N", "N", "N", "N", "C", "C", "C", "C", "C", "C", "C", "C", "C", "C", "C", "C", "C", "C", "C", "C", "C", "C", "C", "C", "C", "C", "H", "H", "H", "H", "H", "H", "H", "H", "H", "H", "H", "H", "H", "H", "H", "H", "H", "H", "H", "H", "H", "H", "H", "H", "H", "H", "H", "H", "H", "H", "H", "H", "H", "H", "H"],
  "coordinates": [[5.677, 4.780, -3.381], [2.062, 4.099, -3.808], [-0.008, 1.299, 3.214], [-6.718, 1.182, 1.119], [-5.350, -0.478, -0.617], [-5.034, 1.108, -2.382], [-3.112, 0.128, 0.441], [-3.210, 3.344, -1.807], [-1.664, 2.835, -0.060], [-7.533, 1.626, -1.078], [-3.976, 2.254, 1.099], [-0.305, -6.345, 2.462], [-0.334, 1.660, -1.897], [0.635, 0.894, 1.623], [1.815, 1.847, -0.423], [2.407, 5.648, 0.577], [1.310, 3.361, 1.481], [2.283, 3.163, -0.645], [1.901, -1.312, 1.639], [1.485, 6.560, -0.201], [1.205, 1.928, 0.943], [1.330, -3.198, -0.305], [-5.102, 0.978, -0.899], [2.011, -2.873, 1.151], [-1.017, -7.668, 0.586], [1.986, 0.774, -1.459], [4.516, 3.976, -1.697], [-1.673, -8.264, 2.936], [2.043, 4.186, 0.444], [-2.627, 2.210, -1.023], [3.030, 3.716, -1.855], [5.342, 3.674, -0.288], [-0.267, -3.593, -0.129], [-3.722, 1.390, -0.115], [0.589, 0.601, -2.350], [0.053, 5.894, -0.639], [-1.740, 1.242, -2.041], [-0.590, -7.678, 2.045], [-6.337, 1.802, -0.203], [0.511, -0.549, 1.223], [2.823, -0.742, 1.185], [2.529, 5.946, 1.571], [-1.117, -5.821, 2.368], [2.030, -1.283, 2.818], [1.596, -3.635, 1.944], [6.507, 3.514, -0.477], [-2.592, -7.670, 2.877], [3.176, -3.107, 1.030], [-1.912, 0.083, -1.827], [1.864, -4.095, -0.876], [1.243, 7.519, 0.458], [0.332, -8.260, 2.154], [2.285, -0.243, -0.909], [0.220, 5.297, -1.632], [-1.356, -8.253, 3.984], [-6.141, 2.958, -0.091], [5.169, 4.502, 0.522], [1.392, -2.275, -1.040], [-0.420, -4.038, 0.956], [2.838, 0.961, -2.249], [0.165, -0.497, -2.184], [0.864, 0.663, -3.502], [-0.503, 5.306, 0.206], [-1.228, -8.681, 0.230], [-0.233, -7.232, -0.042], [2.016, 6.940, -1.173], [0.189, -0.684, 0.105], [-0.663, 6.806, -0.926], [-0.639, -4.295, -0.989], [4.896, 2.656, 0.138], [-0.353, -1.051, 1.873], [-1.904, -9.295, 2.650], [-1.913, -7.054, 0.444], [-0.907, -2.590, -0.150], [-2.123, 1.446, -3.128]],
  "total_charge": 1,
  "orbital_gap_ev": 8.31,
  "homo_energy_ev": -11.6
}


(2)
{
  "formula": "C22H35CoN7O3",
  "method": "the ωB97M-V functional and the def2-TZVPD basis",
  "elements": ["Co", "O", "O", "O", "N", "N", "N", "N", "N", "N", "N", "C", "C", "C", "C", "C", "C", "C", "C", "C", "C", "C", "C", "C", "C", "C", "C", "C", "C", "C", "C", "C", "C", "H", "H", "H", "H", "H", "H", "H", "H", "H", "H", "H", "H", "H", "H", "H", "H", "H", "H", "H", "H", "H", "H", "H", "H", "H", "H", "H", "H", "H", "H", "H", "H", "H", "H", "H"],
  "coordinates": [[0.346, 0.490, 1.237], [-0.620, 1.333, -0.939], [1.737, 0.375, -0.297], [0.162, 2.535, 1.279], [1.602, -2.670, -3.251], [0.041, -2.818, -1.455], [2.543, 0.367, -2.405], [-1.598, -0.378, 1.316], [1.044, -1.580, 1.415], [-0.501, 4.592, 0.657], [0.841, 0.704, 3.321], [-3.697, -2.173, 1.368], [0.621, -0.395, 4.295], [1.244, -2.599, -1.978], [-0.396, 3.292, 0.454], [3.864, -0.111, -1.991], [-1.798, -1.234, 0.310], [1.583, 0.567, -1.523], [-3.039, -3.116, -0.823], [-0.633, -3.364, -3.664], [-2.458, -0.389, 2.340], [-2.297, -3.501, -1.866], [0.647, -3.066, -4.093], [1.307, -1.687, 3.880], [0.056, 5.200, 1.865], [0.727, -2.348, 2.637], [-2.814, -2.178, 0.288], [0.212, 0.987, -2.027], [-3.524, -1.267, 2.398], [-0.982, 2.695, -0.821], [-0.923, -3.199, -2.311], [-1.221, 5.509, -0.225], [2.352, 0.529, -3.846], [-0.360, -2.415, 2.719], [0.278, 1.795, -2.755], [-1.982, 6.033, 0.352], [1.332, 0.296, -4.144], [3.927, -0.132, -0.909], [4.011, -1.113, -2.399], [2.609, 1.539, -4.165], [0.970, -0.093, 5.284], [0.920, -3.149, -5.139], [2.053, -1.558, 1.288], [0.481, 6.166, 1.600], [0.831, 4.564, 2.277], [-4.026, -3.566, -0.788], [1.106, -3.369, 2.559], [-2.072, 2.755, -0.772], [-0.455, -0.562, 4.368], [-4.521, -2.876, 1.395], [-2.285, 0.329, 3.132], [4.630, 0.554, -2.385], [-0.236, 0.121, -2.530], [0.679, -2.082, 0.603], [-0.652, 3.262, -1.692], [-1.715, 4.988, -1.038], [1.822, 0.976, 3.353], [2.381, -1.512, 3.741], [1.224, -2.388, 4.711], [-4.202, -1.241, 3.240], [-1.098, -1.181, -0.506], [-1.388, -3.705, -4.358], [-2.803, -4.173, -2.552], [3.004, -0.179, -4.350], [-0.530, 6.242, -0.639], [-0.728, 5.352, 2.608], [2.027, -2.319, -1.278], [0.342, 1.537, 3.624]],
  "e_above_lowest_kcal_mol": 0.0,
  "multiplicity": 4,
  "total_charge": 2,
  "orbital_gap_ev": [8.64, 8.64],
  "homo_energy_ev": [-14.1, -14.1]
}


(3)
{
  "formula": "C22H35FN4O6SSi",
  "method": "the ωB97M-V functional and the def2-TZVPD basis",
  "elements": ["S", "Si", "F", "O", "O", "O", "O", "O", "O", "N", "N", "N", "N", "C", "C", "C", "C", "C", "C", "C", "C", "C", "C", "C", "C", "C", "C", "C", "C", "C", "C", "C", "C", "C", "C", "H", "H", "H", "H", "H", "H", "H", "H", "H", "H", "H", "H", "H", "H", "H", "H", "H", "H", "H", "H", "H", "H", "H", "H", "H", "H", "H", "H", "H", "H", "H", "H", "H", "H", "H"],
  "coordinates": [[-0.431, 0.809, -6.156], [2.026, -3.557, 0.547], [-0.767, -3.583, 5.189], [0.001, -0.463, -5.668], [-1.847, 1.031, -6.134], [-2.019, -0.757, -3.311], [0.078, 1.017, -7.652], [1.325, 2.397, 0.712], [1.208, -2.164, 1.047], [0.319, 1.539, 0.424], [-1.373, -1.788, 2.298], [-2.498, 0.445, -1.335], [-1.395, 0.619, -0.482], [-0.287, 3.312, 2.404], [1.591, -3.778, -1.280], [3.882, -3.473, 0.832], [0.092, 0.356, 1.114], [-0.566, 2.830, -1.497], [-2.759, -3.736, 2.028], [-1.020, -0.227, 0.566], [-1.217, 3.943, 4.654], [-1.914, -2.907, 2.772], [0.395, 2.122, -5.266], [-0.455, 2.585, -4.065], [1.944, -1.217, 1.798], [-0.526, 4.484, 3.375], [0.889, 3.555, 1.465], [0.341, 2.634, -2.753], [-2.475, -2.224, 0.194], [-2.203, -0.056, -2.436], [0.988, -0.068, 2.232], [-3.049, -3.386, 0.721], [-0.580, 1.675, -0.558], [1.312, -4.977, 1.554], [-1.669, -1.483, 1.037], [2.354, -3.262, -1.872], [-1.993, 4.626, 4.998], [-1.237, 5.176, 2.920], [0.423, -0.366, 3.111], [0.672, 4.418, 0.826], [1.833, -5.116, 2.502], [0.648, -3.253, -1.459], [-0.517, 3.687, 5.448], [1.487, -4.824, -1.562], [-3.707, -4.004, 0.120], [4.346, -4.318, 0.317], [-2.713, -1.971, -0.828], [-0.127, 3.667, -0.957], [-1.220, 3.115, 1.868], [0.503, 2.942, -5.980], [2.385, -1.645, 2.702], [-1.569, 3.161, -1.772], [-1.645, -3.197, 3.812], [1.644, 0.775, 2.466], [-3.154, -4.641, 2.468], [-1.304, 1.912, -3.934], [1.375, -5.918, 0.997], [0.403, 4.991, 3.639], [1.398, 1.777, -5.014], [4.307, -2.546, 0.431], [-0.197, 0.231, -8.151], [-1.739, 3.019, 4.386], [4.144, -3.517, 1.890], [1.015, 3.491, -2.821], [0.257, -4.754, 1.731], [-0.823, 3.583, -4.295], [-0.045, 2.429, 3.005], [0.978, 1.757, -2.613], [1.746, 3.839, 2.077], [2.735, -0.775, 1.176]],
  "total_charge": 0,
  "orbital_gap_ev": 5.86,
  "homo_energy_ev": -6.3
}


(4)
{
  "formula": "C22H35IrO4Se2Si2Te3",
  "method": "the ωB97M-V functional and the def2-TZVPD basis",
  "elements": ["Ir", "Te", "Te", "Te", "Se", "Se", "Si", "Si", "O", "O", "O", "O", "C", "C", "C", "C", "C", "C", "C", "C", "C", "C", "C", "C", "C", "C", "C", "C", "C", "C", "C", "C", "C", "C", "H", "H", "H", "H", "H", "H", "H", "H", "H", "H", "H", "H", "H", "H", "H", "H", "H", "H", "H", "H", "H", "H", "H", "H", "H", "H", "H", "H", "H", "H", "H", "H", "H", "H", "H"],
  "coordinates": [[0.637, -0.419, 0.323], [-0.672, -2.723, 0.579], [2.954, 0.881, 3.238], [4.435, -0.650, 1.596], [2.967, -0.412, -0.410], [0.783, -0.248, 2.776], [1.891, -5.073, -0.147], [-3.271, -3.737, -1.198], [0.182, 1.621, -0.079], [-1.838, 0.036, 0.688], [0.260, 3.324, -1.536], [0.056, -0.224, -1.873], [0.209, 2.150, -1.261], [0.384, -4.554, 0.863], [-4.302, -2.289, -0.648], [-3.390, -5.116, 0.058], [2.177, 0.759, -5.559], [-2.690, 2.800, -4.446], [-3.851, -4.369, -2.852], [3.399, 1.270, -5.144], [-1.288, 1.406, -3.070], [1.101, 0.744, -4.683], [-3.643, 0.918, -3.305], [3.541, 1.761, -3.854], [0.063, 1.134, -2.427], [2.465, 1.752, -2.979], [-3.792, 2.006, -4.148], [2.089, -6.890, 0.241], [1.233, 1.249, -3.389], [3.394, -4.141, 0.390], [-1.447, 2.505, -3.912], [-2.395, 0.622, -2.764], [-1.472, -3.184, -1.346], [1.625, -4.824, -1.979], [0.777, -5.397, -2.362], [-4.437, -5.385, 0.225], [2.582, 2.150, -1.981], [-2.867, -6.015, -0.282], [0.687, -4.502, 1.914], [4.238, 1.291, -5.829], [-1.678, 0.484, 1.534], [-2.968, -4.822, 1.022], [2.059, 0.372, -6.563], [0.145, 0.347, -5.007], [-4.909, -4.639, -2.793], [0.688, -0.728, -2.405], [3.329, -3.099, 0.075], [-5.350, -2.580, -0.540], [-4.257, -1.469, -1.371], [2.514, -5.146, -2.528], [-3.745, -3.612, -3.634], [4.493, 2.153, -3.522], [-0.835, -3.956, -1.774], [-4.496, 0.298, -3.061], [-2.282, -0.228, -2.105], [1.227, -7.470, -0.099], [4.292, -4.568, -0.065], [2.979, -7.304, -0.241], [2.194, -7.044, 1.318], [-0.594, 3.135, -4.128], [-1.380, -2.280, -1.953], [3.522, -4.157, 1.475], [-3.955, -1.900, 0.314], [-4.761, 2.239, -4.571], [1.461, -3.767, -2.208], [-2.800, 3.658, -5.095], [-1.837, 0.746, 0.029], [-3.299, -5.258, -3.165], [-0.389, -5.327, 0.799]],
  "e_above_lowest_kcal_mol": 37.8,
  "total_charge": 0,
  "orbital_gap_ev": 6.07,
  "homo_energy_ev": -7.0
}


(5)
{
  "formula": "C22H35IrO4Se2Si2Te3",
  "method": "the ωB97M-V functional and the def2-TZVPD basis",
  "elements": ["Ir", "Te", "Te", "Te", "Se", "Se", "Si", "Si", "O", "O", "O", "O", "C", "C", "C", "C", "C", "C", "C", "C", "C", "C", "C", "C", "C", "C", "C", "C", "C", "C", "C", "C", "C", "C", "H", "H", "H", "H", "H", "H", "H", "H", "H", "H", "H", "H", "H", "H", "H", "H", "H", "H", "H", "H", "H", "H", "H", "H", "H", "H", "H", "H", "H", "H", "H", "H", "H", "H", "H"],
  "coordinates": [[0.260, -0.268, 0.447], [1.234, -2.592, -0.368], [-0.986, 1.432, 3.692], [0.352, 3.036, 2.005], [-0.345, -0.810, 2.884], [2.014, 1.536, 1.027], [0.516, -1.871, -3.618], [0.784, -5.620, 1.018], [-2.060, -1.098, -0.083], [-1.009, 1.259, -0.392], [-2.792, 2.201, 0.573], [2.921, -1.906, 2.096], [-0.321, -2.622, -5.103], [-3.618, 1.125, -2.439], [1.249, -6.276, -0.663], [-0.508, -6.717, 1.788], [-3.581, -1.269, -2.402], [-6.423, 0.515, 1.308], [-2.237, 1.273, 0.027], [2.371, -1.903, -3.815], [2.286, -5.481, 2.103], [-3.937, -1.299, -3.742], [-5.252, -1.074, 2.662], [0.063, -2.926, -2.122], [0.045, -3.899, 0.838], [-6.382, -0.312, 2.424], [-5.347, 0.576, 0.441], [-3.986, 1.099, -3.778], [-4.146, -0.112, -4.435], [-0.063, -0.121, -3.396], [-3.417, -0.058, -1.739], [-4.206, -0.189, 0.667], [-4.169, -1.008, 1.790], [-3.014, -0.046, -0.267], [0.207, 0.282, -2.416], [2.780, -2.908, -3.680], [1.723, -7.256, -0.571], [-4.142, 2.030, -4.308], [2.376, -1.659, 2.854], [-3.287, -1.584, 2.046], [-4.428, -0.133, -5.479], [-3.467, 2.077, -1.943], [2.917, -4.645, 1.790], [3.380, -1.086, 1.878], [-5.197, -1.717, 3.530], [2.659, -1.553, -4.809], [-4.053, -2.250, -4.247], [-0.120, -7.722, 1.968], [0.190, -3.984, -2.368], [-0.976, -2.741, -1.838], [-0.083, -2.050, -6.002], [-1.149, -0.037, -3.483], [0.372, -6.389, -1.306], [2.001, -5.307, 3.143], [0.394, 0.533, -4.145], [-0.047, -3.416, 1.813], [1.959, -5.615, -1.168], [-0.841, -6.312, 2.747], [-0.942, -3.912, 0.369], [-2.420, -1.794, 0.475], [-7.222, -0.354, 3.105], [-1.407, -2.605, -4.974], [-5.392, 1.230, -0.420], [-0.012, -3.657, -5.271], [2.887, -6.392, 2.066], [-1.382, -6.807, 1.138], [2.853, -1.247, -3.084], [-3.421, -2.198, -1.869], [-7.299, 1.120, 1.113]],
  "e_above_lowest_kcal_mol": 11.7,
  "multiplicity": 5,
  "total_charge": 0,
  "orbital_gap_ev": [6.51, 5.40],
  "homo_energy_ev": [-7.1, -7.7]
}


(6)
{
  "formula": "C22H35O3Pd",
  "method": "the ωB97M-V functional and the def2-TZVPD basis",
  "elements": ["Pd", "O", "O", "O", "C", "C", "C", "C", "C", "C", "C", "C", "C", "C", "C", "C", "C", "C", "C", "C", "C", "C", "C", "C", "C", "C", "H", "H", "H", "H", "H", "H", "H", "H", "H", "H", "H", "H", "H", "H", "H", "H", "H", "H", "H", "H", "H", "H", "H", "H", "H", "H", "H", "H", "H", "H", "H", "H", "H", "H", "H"],
  "coordinates": [[-0.162, 0.438, 2.484], [0.847, -1.322, 1.923], [-0.496, 0.455, -0.073], [0.333, -0.623, -4.341], [1.197, -1.412, -6.486], [2.595, -2.378, 3.155], [2.030, 1.127, 2.580], [-1.687, 0.207, 4.270], [1.555, 1.055, 3.939], [1.290, 2.160, 1.910], [-2.414, 0.819, -1.489], [0.436, -3.575, 2.505], [-0.196, 0.241, -5.376], [-1.795, -0.921, 3.402], [1.092, -2.269, 2.934], [-1.077, 2.778, -0.629], [1.050, -1.703, -4.980], [-2.116, 1.362, 3.544], [0.081, 0.979, -2.054], [-2.434, 0.971, 2.214], [0.561, 2.057, 4.102], [-1.055, 1.339, -1.074], [0.365, 2.718, 2.848], [-2.222, -0.449, 2.112], [0.619, 0.113, -0.933], [0.150, -0.315, -6.765], [-0.270, 0.382, -2.891], [-0.643, -3.432, 2.393], [2.201, -1.033, -6.698], [-0.338, 3.515, 2.634], [2.021, -1.820, -4.478], [-1.577, 3.374, -1.401], [2.994, -1.422, 3.510], [1.922, 0.379, 4.708], [-2.784, 1.418, -2.330], [0.839, -3.888, 1.535], [0.603, -4.371, 3.239], [-0.058, 3.153, -0.487], [-3.122, 0.890, -0.655], [-2.211, 2.369, 3.935], [0.233, 1.247, -5.244], [1.038, -2.307, -7.086], [0.640, -1.971, 3.909], [0.607, -0.965, -1.136], [3.090, -2.631, 2.209], [1.560, 0.445, -0.481], [2.831, -3.146, 3.900], [0.528, 0.470, -7.417], [-2.335, -0.234, -1.788], [0.727, 1.809, -2.353], [-0.740, -0.750, -7.223], [2.820, 0.533, 2.144], [-2.822, 1.615, 1.437], [-2.402, -1.067, 1.239], [-1.634, 2.895, 0.309], [-1.282, 0.334, -5.223], [0.055, 2.284, 5.037], [1.463, 2.495, 0.893], [0.485, -2.639, -4.835], [-1.623, -1.956, 3.672], [-1.357, 0.174, 5.303]],
  "e_above_lowest_kcal_mol": 0.0,
  "multiplicity": 5,
  "total_charge": 1,
  "orbital_gap_ev": [9.24, 6.29],
  "homo_energy_ev": [-11.2, -11.7]
}